Here is a molecular structure, C43H45ClN10O9Sr at a distorted geometry from OMol25. Energies are from wB97M-V/def2-TZVPD.

Positions of all 109 atoms, in Å:
Sr1 -1.272 -0.321 0.979
C1 8.595 8.283 -4.493
O1 8.861 7.022 -3.906
C2 7.800 6.279 -3.503
C3 6.471 6.654 -3.667
C4 5.461 5.818 -3.215
C5 5.752 4.607 -2.600
C6 7.091 4.242 -2.449
C7 8.106 5.064 -2.892
C8 4.649 3.763 -2.132
N1 3.377 3.998 -2.353
C9 2.708 2.973 -1.732
C10 3.584 2.110 -1.131
N2 4.833 2.623 -1.396
C11 3.170 0.946 -0.416
C12 4.037 0.070 0.247
C13 3.525 -1.018 0.906
C14 2.144 -1.226 0.876
N3 1.311 -0.416 0.254
C15 1.785 0.680 -0.367
C16 0.828 1.618 -0.976
N4 -0.491 1.380 -0.845
C17 -1.354 2.248 -1.325
C18 -0.976 3.415 -1.994
C19 0.359 3.668 -2.161
C20 1.292 2.761 -1.647
H1 9.564 8.725 -4.707
H2 8.044 8.930 -3.808
H3 8.034 8.176 -5.425
H4 6.208 7.588 -4.141
H5 4.426 6.104 -3.336
H6 7.363 3.299 -1.989
H7 9.144 4.783 -2.779
H8 5.714 2.264 -1.078
H9 5.105 0.258 0.249
H10 4.165 -1.709 1.438
H11 1.698 -2.080 1.370
H12 -2.404 2.023 -1.179
H13 -1.731 4.097 -2.358
H14 0.716 4.557 -2.666
O2 -3.264 -1.264 -0.054
C21 -3.799 -1.463 1.082
O3 -3.287 -1.108 2.174
C22 -5.118 -2.182 1.114
C23 -5.822 -2.395 -0.062
C24 -7.056 -3.051 -0.067
C25 -7.527 -3.482 1.148
O4 -8.690 -4.153 1.414
C26 -8.727 -4.335 2.830
O5 -7.521 -3.813 3.377
C27 -6.824 -3.275 2.323
C28 -5.620 -2.626 2.345
H15 -5.392 -2.040 -0.988
H16 -7.616 -3.215 -0.977
H17 -8.795 -5.402 3.051
H18 -9.580 -3.789 3.241
H19 -5.069 -2.446 3.257
C29 0.808 -3.816 -0.655
C30 0.781 -4.890 -1.776
N5 -0.447 -4.772 -2.561
C31 -0.503 -3.432 -3.152
C32 -0.465 -2.349 -2.043
N6 -0.394 -2.982 -0.724
C33 -1.571 -3.854 -0.555
C34 -1.585 -4.946 -1.655
H20 1.681 -3.170 -0.770
H21 0.851 -4.266 0.340
H22 0.825 -5.900 -1.362
H23 1.631 -4.772 -2.452
H24 -1.419 -3.355 -3.744
H25 0.342 -3.331 -3.838
H26 -1.358 -1.727 -2.068
H27 0.395 -1.683 -2.156
H28 -2.459 -3.229 -0.615
H29 -1.530 -4.281 0.450
H30 -2.504 -4.896 -2.243
H31 -1.523 -5.950 -1.229
O6 -0.217 3.433 1.993
Cl1 -0.853 2.304 2.578
O7 0.052 1.139 2.523
O8 -1.236 2.549 3.928
O9 -2.029 1.915 1.784
N7 -2.429 -0.022 -5.794
C35 -3.397 -0.407 -4.898
C36 -2.861 -0.178 -3.666
N8 -1.591 0.342 -3.787
C37 -1.368 0.422 -5.071
H32 -2.499 -0.043 -6.796
H33 -4.345 -0.805 -5.213
H34 -3.309 -0.366 -2.700
H35 -0.467 0.786 -5.540
N9 -0.456 -2.190 2.767
C38 -0.440 -1.631 3.786
N10 -0.524 -0.949 4.895
C39 -1.845 -0.539 5.399
C40 -2.085 -1.169 6.763
C41 -0.929 -0.853 7.712
C42 0.413 -1.288 7.121
C43 0.622 -0.659 5.749
H36 -2.593 -0.824 4.660
H37 -1.842 0.552 5.467
H38 -2.185 -2.253 6.647
H39 -3.028 -0.798 7.169
H40 -1.087 -1.339 8.676
H41 -0.905 0.226 7.901
H42 0.435 -2.377 7.019
H43 1.235 -1.003 7.779
H44 1.524 -1.020 5.258
H45 0.699 0.430 5.836

Computed properties:
**HOMO-LUMO gap**: 7.47 eV
**LUMO energy**: 0.038 eV